139
Properties=species:S:1:pos:R:3:lowdin_charge:R:1 method="wB97M-V/def2-TZVPD" de_lowest_kcal_mol=0.0 lumo_ev=1.6 e_tot_ev=-100560.824 total_charge=-1 orbital_gap_ev=9.357
O 2.337 -2.387 1.319 0.1481
C 1.691 -1.769 0.537 -0.3583
O 0.370 -1.853 0.508 0.2434
B -0.114 -0.822 -0.385 -0.9750
O 1.090 -0.267 -1.052 0.2265
C 2.177 -0.786 -0.537 -0.3072
O 3.338 -0.536 -0.857 0.1158
O -0.900 0.206 0.322 0.2205
C -2.116 0.263 -0.174 -0.3800
O -3.024 0.907 0.301 0.1326
C -2.167 -0.792 -1.288 -0.2498
O -0.956 -1.389 -1.399 0.2296
O -3.162 -1.004 -2.062 0.0868
O 1.134 -3.949 3.391 -0.0596
H 0.716 -3.099 3.527 -0.0202
H 1.679 -3.827 2.613 -0.0035
O -3.874 -3.717 -3.548 -0.0532
H -3.773 -3.053 -2.866 -0.0062
H -4.029 -4.531 -3.070 0.0280
C 4.803 0.818 3.703 -0.2667
C 4.327 -0.326 2.866 -0.2222
O 5.308 -1.389 2.763 -0.0609
O 5.858 1.600 3.218 -0.0633
H 5.124 0.474 4.686 0.1253
H 3.980 1.522 3.827 0.1032
H 4.220 0.054 1.850 0.1076
H 3.343 -0.684 3.168 0.1065
H 4.852 -2.233 2.793 0.0660
H 5.524 2.081 2.457 0.0364
C -4.283 0.554 4.416 -0.3311
C -3.652 1.785 3.881 -0.2328
O -4.298 2.970 4.323 -0.0558
O -5.446 0.274 3.828 -0.0296
H -4.459 0.532 5.491 0.1258
H -3.679 -0.340 4.260 0.1171
H -3.626 1.679 2.797 0.1213
H -2.672 1.858 4.353 0.1068
H -4.303 3.579 3.582 0.0348
H -5.931 1.103 3.836 0.0931
C -2.678 -2.818 1.732 -0.2197
C -1.963 -4.218 1.854 -0.2357
O -2.870 -5.239 1.624 -0.0622
O -3.765 -2.843 2.570 -0.0583
H -3.014 -2.701 0.701 0.1229
H -2.105 -2.054 2.258 0.1139
H -1.562 -4.422 2.847 0.1084
H -1.120 -4.383 1.183 0.1085
H -2.401 -5.999 1.272 0.0855
H -4.438 -2.212 2.304 0.0854
C 4.710 3.986 0.494 -0.2081
C 5.066 3.011 -0.673 -0.1902
O 3.946 2.230 -1.107 -0.0660
O 4.190 3.253 1.608 -0.0758
H 3.944 4.689 0.167 0.1079
H 5.617 4.540 0.738 0.1153
H 5.866 2.385 -0.279 0.1226
H 5.495 3.600 -1.484 0.1172
H 4.246 1.318 -1.098 0.0662
H 3.575 3.845 2.048 0.0961
C -0.215 0.068 3.934 -0.1820
C 0.634 1.298 4.003 -0.2033
O 1.132 1.498 5.367 -0.0765
O 0.466 -1.251 3.794 -0.0900
H -0.865 0.087 3.059 0.1040
H -0.886 0.019 4.792 0.1179
H -0.020 2.151 3.819 0.1148
H 1.425 1.333 3.253 0.1082
H 0.633 2.227 5.743 0.0732
H 0.830 -1.424 4.666 0.0861
C -0.533 -4.841 -2.838 -0.2703
C 0.469 -4.281 -1.898 -0.2106
O 1.602 -3.863 -2.700 -0.0796
O -0.172 -6.110 -3.297 -0.0597
H -0.744 -4.208 -3.700 0.1309
H -1.493 -5.029 -2.358 0.1114
H 0.867 -4.960 -1.144 0.1288
H -0.049 -3.426 -1.464 0.0898
H 2.389 -3.779 -2.157 0.0088
H 0.286 -5.997 -4.134 0.0834
C 3.680 -1.292 -4.265 -0.2212
C 2.692 -0.636 -5.257 -0.2220
O 2.699 -1.439 -6.426 -0.0748
O 4.954 -1.350 -4.881 -0.0633
H 3.374 -2.295 -3.966 0.1030
H 3.700 -0.784 -3.301 0.1020
H 3.015 0.388 -5.443 0.1158
H 1.661 -0.675 -4.905 0.1053
H 1.801 -1.537 -6.753 0.0783
H 5.130 -2.185 -5.321 0.0810
C -0.568 4.171 0.387 -0.1841
C 0.759 3.291 0.167 -0.1671
O 1.660 3.820 -0.849 -0.0802
O -0.369 5.187 1.408 -0.0907
H -1.427 3.557 0.657 0.0986
H -0.920 4.629 -0.537 0.1096
H 0.354 2.370 -0.253 0.0824
H 1.193 2.903 1.088 0.1048
H 2.456 3.287 -0.912 0.0230
H 0.071 5.873 0.900 0.0735
C -4.829 4.493 -0.008 -0.2028
C -4.161 5.562 0.886 -0.2124
O -3.875 4.944 2.139 -0.0899
O -6.034 4.069 0.651 -0.0679
H -4.232 3.585 -0.095 0.1061
H -5.007 4.960 -0.977 0.1213
H -4.743 6.479 0.978 0.1215
H -3.186 5.765 0.443 0.1016
H -3.422 5.565 2.714 0.0988
H -5.754 3.654 1.471 0.0646
C -6.307 -0.249 -2.397 -0.2283
C -5.834 0.326 -1.013 -0.2010
O -6.964 0.737 -0.145 -0.0833
O -6.895 -1.531 -2.194 -0.0746
H -5.464 -0.258 -3.087 0.1062
H -7.123 0.401 -2.715 0.1107
H -5.189 1.142 -1.338 0.1009
H -5.264 -0.417 -0.455 0.0994
H -7.195 0.038 0.471 0.0658
H -7.387 -1.377 -1.385 0.0620
C 5.149 -4.421 -1.469 -0.1746
C 6.057 -3.600 -0.535 -0.2088
O 5.805 -2.188 -0.732 -0.0676
O 3.759 -4.119 -1.182 -0.0932
H 5.367 -5.471 -1.274 0.1110
H 5.254 -4.250 -2.540 0.1243
H 7.112 -3.824 -0.696 0.1151
H 5.893 -3.877 0.506 0.1096
H 4.926 -2.016 -0.387 0.0340
H 3.517 -4.437 -0.309 0.0956
C -0.903 2.954 -4.160 -0.2041
C 0.131 1.785 -4.415 -0.1885
O 0.979 1.596 -3.239 -0.0827
O -0.165 4.166 -3.870 -0.0795
H -1.658 2.720 -3.410 0.1017
H -1.522 3.129 -5.040 0.1061
H 0.846 1.976 -5.216 0.1100
H -0.387 0.845 -4.603 0.1079
H 0.567 0.897 -2.725 0.0461
H 0.321 3.978 -3.064 0.0463